Entry 1:
Density functional theory data (ωB97M-V with the def2-TZVPD basis set) for an isolated ion of composition C2H9N4 and charge +1 at a distorted geometry.

The geometry in XYZ format:
```
15
Properties=species:S:1:pos:R:3:mulliken_charge:R:1
C 0.18 -0.58 -0.79 -1.069
C -1.12 -0.08 -0.11 0.580
N 1.11 -1.10 0.08 -0.818
N -1.59 -0.86 0.78 -0.283
N -1.51 1.12 -0.49 -0.341
N 1.98 -0.06 0.62 -0.210
H -0.09 -1.38 -1.41 0.383
H 0.58 0.09 -1.45 0.686
H -2.51 -0.84 1.07 0.214
H -0.96 -1.68 1.06 0.333
H -0.81 1.53 -1.05 0.238
H -2.31 1.71 -0.18 0.249
H 2.98 -0.07 0.23 0.357
H 1.98 -0.16 1.64 0.347
H 1.60 0.87 0.32 0.334
```

Calculated values
- Total charge: +1
- HOMO level: -11.805 eV
- Energy relative to the best compared isomer or geometry (same formula, charge and spin): 3.416 eV
- Kohn-Sham gap: 8.608 eV
- Lowest unoccupied orbital energy: -3.197 eV

Entry 2:
Density functional theory data (ωB97M-V with the def2-TZVPD basis set) for an isolated molecule of C4H7NO.

The geometry in XYZ format:
```
13
Properties=species:S:1:pos:R:3:mulliken_charge:R:1
C 2.09 0.89 0.26 -0.751
N 0.68 0.58 0.32 -0.363
C 0.33 -0.56 -0.09 -0.266
C -1.09 -0.76 -0.49 0.127
C -2.21 -0.22 0.30 -0.398
O -1.75 0.44 -0.86 -0.396
H 2.24 1.24 -0.77 0.299
H 2.76 0.04 0.44 0.298
H 2.33 1.72 0.92 0.254
H 1.04 -1.37 -0.30 0.329
H -1.26 -1.59 -1.17 0.351
H -3.19 -0.67 0.21 0.265
H -1.97 0.27 1.24 0.250
```

Calculated values
- HOMO level: -9.669 eV
- Energy relative to the best compared isomer or geometry (same formula, charge and spin): 2.842 eV
- Structure (SMILES): C/N=C/[C@H]1CO1
- Kohn-Sham gap: 10.804 eV
- Lowest unoccupied orbital energy: 1.135 eV

Entry 3:
Density functional theory data (ωB97M-V with the def2-TZVPD basis set) for an isolated molecule of C6H10O.

The geometry in XYZ format:
```
17
Properties=species:S:1:pos:R:3:mulliken_charge:R:1
C 1.05 -1.31 0.45 -1.246
C 0.80 0.99 -1.04 -0.491
C -0.55 0.40 -1.35 -0.549
C -1.16 0.19 0.03 0.190
C -0.47 -1.06 0.61 -0.545
O -0.82 1.37 0.74 -0.485
C 0.50 1.67 0.26 -0.348
H 1.74 -0.59 0.90 0.290
H 1.39 -1.43 -0.59 0.346
H 1.23 -2.26 0.96 0.376
H -1.02 1.23 -1.91 0.347
H -0.57 -0.49 -1.98 0.340
H -2.26 0.12 0.07 0.427
H -0.95 -1.92 0.11 0.326
H -0.72 -1.12 1.68 0.347
H 0.59 2.74 0.01 0.386
H 1.24 1.46 1.05 0.288
```

Calculated values
- HOMO level: -8.918 eV
- Energy relative to the best compared isomer or geometry (same formula, charge and spin): 3.566 eV
- Kohn-Sham gap: 8.983 eV
- Lowest unoccupied orbital energy: 0.065 eV

Entry 4:
Density functional theory data (ωB97M-V with the def2-TZVPD basis set) for a 2-piece molecular cluster, C2H7O2 overall.

The geometry in XYZ format:
```
11
Properties=species:S:1:pos:R:3:mulliken_charge:R:1
O 1.27 0.74 -1.93 -0.847
H 1.37 1.57 -1.45 0.234
C 0.10 -0.70 0.84 -0.089
O 1.16 -0.84 -0.04 -0.811
C -1.08 0.14 0.30 -0.988
H -0.32 -1.68 1.11 0.171
H 0.45 -0.24 1.79 0.156
H 1.20 -0.02 -1.07 0.328
H -1.18 1.12 0.76 0.232
H -0.94 0.30 -0.76 0.324
H -2.03 -0.39 0.44 0.291
```

Calculated values
- Total charge: -1
- HOMO level: -3.282 eV
- Energy relative to the best compared isomer or geometry (same formula, charge and spin): 0.225 eV
- Kohn-Sham gap: 7.974 eV
- Lowest unoccupied orbital energy: 4.692 eV

Entry 5:
Density functional theory data (ωB97M-V with the def2-TZVPD basis set) for C10H21BeN2O2PS as an isolated structure.

The geometry in XYZ format:
```
38
Properties=species:S:1:pos:R:3:mulliken_charge:R:1
C -2.75 -0.42 -0.10 -0.585
O -2.99 -1.63 0.55 -0.412
C -1.81 -2.33 0.89 0.248
C -1.30 -1.92 2.27 -0.476
C 0.18 -2.15 2.55 -1.056
C 1.15 -1.31 1.69 -0.164
C 1.49 -1.96 0.34 -1.054
P 1.03 -0.87 -1.22 0.307
C 0.52 0.23 -2.89 -1.032
C -0.03 1.59 -2.50 -0.457
S 1.28 2.82 -2.36 -0.055
C 1.26 3.21 -0.66 0.496
N 1.69 2.46 0.29 0.060
N 1.45 3.16 1.46 -0.466
C 0.92 4.28 1.11 0.036
O 0.76 4.39 -0.23 -0.228
H -1.95 0.16 0.38 0.138
H -3.66 0.18 -0.08 0.390
H -2.47 -0.59 -1.16 0.214
H -2.03 -3.40 0.84 0.366
H -1.07 -2.12 0.10 -0.427
H -1.86 -2.50 2.99 0.313
H -1.57 -0.87 2.43 0.300
H 0.46 -3.21 2.52 0.434
H 0.36 -1.83 3.58 0.374
H 2.08 -1.18 2.23 0.415
H 0.71 -0.31 1.60 0.070
H 2.54 -2.26 0.28 0.628
H 0.91 -2.87 0.20 0.586
H 0.19 -1.86 -1.74 0.175
H 0.51 0.17 -0.43 -0.091
H 2.37 -0.83 -1.66 0.097
H -0.20 -0.30 -3.52 0.516
H 1.47 0.32 -3.41 0.544
H -0.65 1.61 -1.60 0.304
H -0.68 1.92 -3.32 0.464
H 0.60 5.06 1.78 0.437
Be 1.12 5.14 -3.17 0.592
```

Calculated values
- Total charge: +2
- HOMO level: -14.474 eV
- Kohn-Sham gap: 2.851 eV
- Lowest unoccupied orbital energy: -11.623 eV

Entry 6:
Density functional theory data (ωB97M-V with the def2-TZVPD basis set) for a 2-piece molecular cluster, C32H43N4 overall at a distorted geometry.

The geometry in XYZ format:
```
79
Properties=species:S:1:pos:R:3:mulliken_charge:R:1
C -4.57 1.16 -4.57 -0.891
C -4.82 -0.13 -5.33 -0.760
N -3.66 -1.00 -5.36 -0.051
C -3.64 -1.90 -6.49 -0.752
C -2.86 -3.17 -6.22 -0.855
C -1.51 -2.86 -5.59 -0.940
C -1.62 -1.92 -4.44 0.797
C -2.71 -1.00 -4.39 0.534
C -2.78 -0.09 -3.29 0.393
C -1.83 -0.14 -2.28 -1.076
C -0.76 -1.07 -2.29 0.755
C 0.16 -1.19 -1.20 -0.565
C 0.31 -0.25 -0.19 -0.018
C 0.78 -0.47 1.10 -0.626
C 0.51 0.46 2.16 0.917
C 0.30 1.84 1.90 -0.904
C 0.02 2.74 2.92 0.287
C -0.11 2.29 4.26 0.645
N -0.37 3.17 5.27 -0.048
C -0.47 4.60 5.07 -0.767
C 0.19 5.08 3.79 -0.867
C -0.19 4.19 2.61 -0.960
C -0.45 2.77 6.65 -0.747
C -0.96 1.35 6.82 -0.868
C -0.20 0.38 5.92 -0.954
C 0.02 0.89 4.53 0.686
C 0.36 0.03 3.51 -1.250
C -0.67 -1.94 -3.42 -1.450
C -3.91 0.90 -3.22 -0.895
H -3.93 1.81 -5.18 0.334
H -5.53 1.67 -4.43 0.364
H -5.67 -0.67 -4.86 0.295
H -5.12 0.07 -6.36 0.526
H -4.68 -2.13 -6.76 0.529
H -3.20 -1.38 -7.36 0.297
H -3.44 -3.82 -5.56 0.330
H -2.72 -3.70 -7.17 0.365
H -1.04 -3.79 -5.25 0.413
H -0.85 -2.43 -6.36 0.299
H -1.93 0.54 -1.43 0.561
H 0.80 -2.08 -1.18 0.416
H -0.02 0.76 -0.44 0.128
H 1.09 -1.47 1.43 0.758
H 0.43 2.22 0.89 0.459
H -1.54 4.88 5.05 0.314
H -0.02 5.09 5.94 0.524
H -0.10 6.11 3.60 0.370
H 1.28 5.06 3.92 0.334
H 0.41 4.46 1.73 0.392
H -1.24 4.37 2.35 0.318
H 0.55 2.85 7.12 0.289
H -1.10 3.48 7.17 0.525
H -0.84 1.05 7.87 0.369
H -2.03 1.32 6.59 0.326
H 0.78 0.15 6.38 0.319
H -0.75 -0.57 5.87 0.432
H 0.49 -1.04 3.73 0.430
H 0.15 -2.65 -3.48 0.468
H -3.54 1.84 -2.81 0.423
H -4.68 0.52 -2.52 0.309
N 2.59 -3.72 -0.75 -0.426
C 4.00 -3.53 -0.42 -1.114
C 4.31 -2.04 -0.38 0.203
C 5.78 -1.71 -0.01 -0.753
C 5.69 -0.49 0.91 -0.665
C 4.23 -0.47 1.44 -0.425
N 3.50 -1.30 0.53 0.181
H 2.47 -3.50 -1.73 0.190
H 2.36 -4.71 -0.64 0.218
H 4.20 -3.97 0.57 0.416
H 4.66 -3.99 -1.17 0.309
H 4.11 -1.66 -1.40 0.158
H 6.21 -2.56 0.52 0.326
H 6.36 -1.54 -0.92 0.342
H 6.42 -0.51 1.72 0.351
H 5.88 0.41 0.31 0.284
H 4.19 -0.84 2.48 0.245
H 3.84 0.56 1.48 0.209
H 2.60 -1.66 0.74 -0.033
```

Calculated values
- Total charge: +1
- HOMO level: -9.354 eV
- Energy relative to the best compared isomer or geometry (same formula, charge and spin): 0.000 eV
- Kohn-Sham gap: 5.286 eV
- Lowest unoccupied orbital energy: -4.068 eV

Results for calculated total energy: -8171.4103 -7796.8029 -8427.6744 -6282.4670 -38285.1665 -39836.8806 (in eV, following the order of the records).